1.
The following is a DFT calculation (ωB97M-V with the def2-TZVPD basis set) of 6 unconnected molecules or ions with the total composition C27H53N2O16PSi.

XYZ file:
```
100
Properties=species:S:1:pos:R:3:mulliken_charge:R:1
C 9.5159 -0.8911 6.6186 -1.257
Si 9.5886 0.3184 5.1910 0.467
C 10.0573 -0.5414 3.6006 -1.171
C 10.8774 1.6189 5.5987 -1.232
C 7.9503 1.3091 4.9581 0.381
C 7.5374 1.8458 6.2478 -0.114
N 7.2029 2.2347 7.2702 -0.492
C 6.7813 0.6089 4.2185 -0.036
C 5.6566 1.5338 4.0373 -0.161
N 4.7695 2.2575 3.9603 -0.434
P 6.0480 -0.8886 5.0135 0.448
O 5.5028 -1.8448 4.0311 -0.606
H 9.1878 -1.8792 6.2900 0.357
H 10.5270 -0.9887 7.0154 0.384
H 8.8497 -0.5508 7.4134 0.402
H 10.7666 -1.3326 3.8549 0.358
H 10.5875 0.1606 2.9542 0.353
H 9.2369 -0.9873 3.0372 0.353
H 11.3961 1.3517 6.5198 0.349
H 11.6085 1.7305 4.7984 0.332
H 10.4167 2.5915 5.7879 0.358
H 8.2484 2.1583 4.3341 0.410
H 7.1122 0.2727 3.2339 0.454
H 5.1064 -0.3325 5.8892 0.142
H 7.0819 -1.3959 5.8136 -0.054
C 2.4296 -1.5033 2.5800 -1.101
C 0.9306 -1.5865 2.7481 -0.137
O 0.3847 -2.7825 2.1514 -0.212
C 0.5409 -3.8997 2.8555 0.715
O 1.0604 -4.0044 3.9350 -0.575
O 0.0047 -4.9039 2.1524 -0.289
C 0.1397 -6.1909 2.7639 -0.694
H 2.6964 -1.5826 1.5251 0.262
H 2.7927 -0.5474 2.9586 0.325
H 2.9410 -2.2967 3.1212 0.363
H 0.4305 -0.7750 2.2216 0.180
H 0.6376 -1.5452 3.7970 0.346
H -0.2423 -6.1755 3.7822 0.310
H 1.1841 -6.4982 2.7708 0.294
H -0.4457 -6.8686 2.1500 0.221
C -3.7128 0.8452 -2.7951 -0.639
C -2.2683 0.8647 -2.3489 -0.336
O -2.1147 0.3370 -1.0162 -0.286
C -2.1644 -0.9914 -0.9270 0.631
O -2.2859 -1.7579 -1.8479 -0.577
O -2.0658 -1.3224 0.3585 -0.213
C -2.1728 -2.7257 0.6358 -0.815
H -4.3389 1.3769 -2.0773 0.276
H -3.8027 1.3325 -3.7670 0.124
H -4.0800 -0.1770 -2.8798 0.195
H -1.8899 1.8826 -2.2858 0.345
H -1.6307 0.3046 -3.0322 0.308
H -1.4588 -3.2908 0.0432 0.334
H -3.1863 -3.0732 0.4388 0.442
H -1.9403 -2.8319 1.6894 0.123
C -3.5257 -3.2911 -4.2938 -0.853
C -3.8869 -3.4211 -5.7547 -0.301
O -4.8699 -4.4496 -5.9867 -0.348
C -6.1227 -4.1104 -5.7023 0.792
O -6.5032 -3.0361 -5.3108 -0.571
O -6.9011 -5.1741 -5.9136 -0.332
C -8.2799 -4.9717 -5.5926 -0.629
H -3.1941 -4.2508 -3.8956 0.290
H -2.7223 -2.5688 -4.1647 0.277
H -4.3784 -2.9544 -3.7059 0.280
H -3.0261 -3.7342 -6.3426 0.313
H -4.2547 -2.4797 -6.1630 0.291
H -8.6701 -4.0935 -6.1021 0.298
H -8.4062 -4.8547 -4.5174 0.290
H -8.7930 -5.8656 -5.9338 0.214
C -1.9172 5.1385 -8.2307 -1.071
C -3.1808 5.6803 -7.6009 -0.183
O -4.3248 4.8587 -7.8969 -0.382
C -4.4252 3.7430 -7.1787 0.780
O -3.6733 3.3878 -6.3065 -0.555
O -5.5067 3.0801 -7.5847 -0.337
C -5.7217 1.8284 -6.9226 -0.556
H -2.0537 5.0098 -9.3049 0.292
H -1.0941 5.8335 -8.0643 0.349
H -1.6497 4.1758 -7.7980 0.300
H -3.4358 6.6542 -8.0139 0.295
H -3.0792 5.7799 -6.5208 0.315
H -5.7294 1.9594 -5.8429 0.249
H -4.9468 1.1154 -7.1994 0.277
H -6.6902 1.4790 -7.2659 0.222
C -2.2642 1.2687 2.3936 -0.334
C -3.6318 1.8278 2.0835 -0.349
O -4.0361 2.8465 3.0212 -0.373
C -3.4939 4.0439 2.8273 0.748
O -2.7384 4.3543 1.9419 -0.564
O -3.9207 4.8569 3.7973 -0.348
C -3.3680 6.1748 3.7490 -0.630
H -2.2244 0.9017 3.4209 0.368
H -2.0575 0.4484 1.7082 -0.242
H -1.4955 2.0317 2.2735 0.353
H -4.3969 1.0595 2.1788 0.344
H -3.6748 2.2335 1.0732 0.305
H -3.5187 6.6210 2.7684 0.296
H -2.3036 6.1489 3.9770 0.293
H -3.8988 6.7417 4.5077 0.216
```

The multiplicity is 1. The LUMO energy comes out at 0.32 eV. For the energy, the calculation gives -3004.874283 a.u. As for the total charge: 0. The HOMO energy comes out at -10.56 eV. Its SMILES is C[Si](C)(C)[C@H](C#N)[C@H](C#N)[PH2]=O.CCOC(=O)OC.CCOC(=O)OC.CCOC(=O)OC.CCOC(=O)OC.CCOC(=O)OC.

2.
The following is a DFT calculation (ωB97M-V with the def2-TZVPD basis set) of a molecular structure, C5H6N.

XYZ file:
```
12
Properties=species:S:1:pos:R:3:nbo_charge:R:1
C 0.1307 0.2146 1.0471 -0.377
C 1.3725 -1.0126 -0.3349 0.226
C -0.2792 0.2687 -0.3029 0.591
C 1.2170 -0.6325 1.1201 -0.057
C -1.4841 0.7145 -0.7841 -0.765
N 0.6293 -0.3895 -1.1352 -0.458
H -0.3674 0.7039 1.9633 0.293
H 2.0534 -1.7478 -0.7798 0.247
H 2.1755 -0.9268 2.1492 0.340
H -2.4948 0.5460 -0.3691 0.333
H -1.5519 0.4933 -1.8260 0.284
H -1.4011 1.7682 -0.7476 0.343
```

The multiplicity is 1. The LUMO energy comes out at -7.93 eV. For the energy, the calculation gives -248.441616 a.u. As for the total charge: +1. The HOMO energy comes out at -15.57 eV. The energy above the lowest of the compared OMol25 structures with the same formula, charge and spin comes out at 457.0 kJ/mol.

3.
The following is a DFT calculation (ωB97M-V with the def2-TZVPD basis set) of 2 unconnected molecules or ions with the total composition C5H4ClO3.

XYZ file:
```
13
Properties=species:S:1:pos:R:3:nbo_charge:R:1
C -0.6573 0.0606 1.3255 -0.369
C -1.4596 0.9804 0.7687 0.094
C 0.7113 -2.1864 -1.1220 1.022
C 0.3909 1.0187 -0.6305 -0.091
C 0.4458 -0.1397 0.3835 -0.378
O 1.8000 -2.0138 -1.4766 -0.587
O -0.3560 -2.7021 -1.1073 -0.615
O -1.0687 1.5751 -0.3867 -0.558
Cl 2.1009 0.0330 1.1474 -0.217
H -0.9062 -0.5546 2.1666 0.211
H -2.4681 1.3588 1.0663 0.165
H 1.1251 1.7302 -0.4813 0.157
H 0.3420 0.8399 -1.6537 0.165
```

The multiplicity is 1. The LUMO energy comes out at 3.81 eV. For the energy, the calculation gives -878.823700 a.u. As for the total charge: -1. The HOMO energy comes out at -2.25 eV. The energy above the lowest of the compared OMol25 structures with the same formula, charge and spin comes out at 163.7 kJ/mol.

4.
The following is a DFT calculation (ωB97M-V with the def2-TZVPD basis set) of a molecular structure, C20H31CdN6O4P.

XYZ file:
```
63
Properties=species:S:1:pos:R:3:nbo_charge:R:1
Cd -0.3362 -0.6593 0.0407 1.728
C -0.8477 -3.2134 -2.2647 -0.075
C 0.4278 -3.2964 -1.4500 -0.089
O 0.0790 -2.9244 -0.1152 -0.617
C 0.8835 -3.3798 0.9744 -0.089
C -0.0087 -3.3669 2.1997 -0.075
O -0.7011 -2.1187 2.2696 -0.579
C -2.0727 -2.2104 2.6622 -0.081
C -2.9335 -1.3727 1.7386 -0.093
O -2.5338 -1.7202 0.4175 -0.592
C -3.3812 -1.2911 -0.6425 -0.093
C -2.9245 -2.0551 -1.8686 -0.081
O -1.5030 -1.9722 -1.9954 -0.579
H -1.5027 -4.0427 -1.9946 0.193
H -0.6059 -3.2907 -3.3265 0.206
H 1.1955 -2.6265 -1.8453 0.185
H 0.8033 -4.3206 -1.4744 0.211
H 1.7505 -2.7280 1.1079 0.185
H 1.2295 -4.3985 0.7930 0.211
H 0.6007 -3.5118 3.0939 0.206
H -0.7275 -4.1843 2.1309 0.193
H -2.1934 -1.8750 3.6953 0.199
H -2.4026 -3.2481 2.6051 0.200
H -2.8072 -0.2975 1.9035 0.182
H -3.9832 -1.6236 1.9069 0.210
H -3.3099 -0.2058 -0.7704 0.182
H -4.4234 -1.5434 -0.4348 0.210
H -3.4078 -1.6539 -2.7630 0.199
H -3.2238 -3.0984 -1.7644 0.200
C 0.1064 4.3575 -2.5530 -0.410
N -0.4314 3.0177 -2.3061 -0.303
C -1.4072 2.4129 -3.0460 -0.045
C -1.5961 1.1791 -2.4990 -0.071
N -0.7578 1.0287 -1.4289 -0.620
C -0.0527 2.1507 -1.3362 0.069
P 1.2832 2.5245 -0.1546 0.774
C 2.3139 1.0363 -0.3995 0.070
N 1.9354 -0.2383 -0.3719 -0.607
C 3.0609 -0.9810 -0.6090 -0.085
C 4.1256 -0.1476 -0.7808 -0.042
N 3.6447 1.1222 -0.6469 -0.305
C 4.4488 2.3419 -0.7565 -0.410
C 0.4624 2.0567 1.4036 0.069
N -0.1749 0.9224 1.6713 -0.620
C -0.5659 0.9912 2.9801 -0.071
C -0.1761 2.1884 3.5016 -0.045
N 0.4722 2.8529 2.4998 -0.303
C 1.0795 4.1801 2.6229 -0.410
H -0.4160 4.7842 -3.4031 0.242
H 1.1674 4.3074 -2.7841 0.225
H -0.0499 4.9979 -1.6889 0.227
H -1.8747 2.8942 -3.8883 0.249
H -2.2575 0.4001 -2.8316 0.230
H 3.0559 -2.0563 -0.6448 0.225
H 5.1625 -0.3569 -0.9830 0.249
H 5.4757 2.0563 -0.9597 0.242
H 4.4197 2.9051 0.1729 0.226
H 4.0911 2.9649 -1.5724 0.226
H -1.0712 0.1837 3.4777 0.230
H -0.3002 2.6070 4.4860 0.249
H 0.9064 4.5431 3.6308 0.242
H 0.6284 4.8742 1.9187 0.227
H 2.1513 4.1280 2.4495 0.225
```

The multiplicity is 1. The LUMO energy comes out at -4.87 eV. For the energy, the calculation gives -1918.827403 a.u. As for the total charge: +2. The HOMO energy comes out at -14.45 eV. The energy above the lowest of the compared OMol25 structures with the same formula, charge and spin comes out at 23.6 kJ/mol.